(1)
Computed, not measured: a 2-piece molecular cluster, C21H20O2 overall, with the ωB97M-V functional and the def2-TZVPD basis.

Atoms and positions in Å:
C: 2.905000 -1.988380 -1.888181
C: 2.121516 -0.689636 -1.770322
C: 0.865845 -0.732935 -1.082768
C: -0.133065 0.235346 -1.441089
C: -1.534277 -0.256989 -1.651253
C: -1.879871 -1.605898 -1.798220
C: -3.214809 -1.993047 -1.973478
C: -4.231470 -1.035219 -2.015978
C: -3.894051 0.319637 -1.875467
C: -2.564772 0.702175 -1.703714
O: 0.089594 1.454203 -1.527592
O: 2.601035 0.357223 -2.235582
H: 2.237050 -2.853511 -2.018155
H: 3.548108 -1.906324 -2.767019
H: 3.536186 -2.129550 -0.997887
H: 0.572893 -1.679834 -0.600773
H: -1.090862 -2.351180 -1.727847
H: -3.455067 -3.050679 -2.065486
H: -5.275259 -1.334175 -2.122389
H: -4.675716 1.086637 -1.887653
H: -2.319050 1.753779 -1.551476
C: 2.322122 -0.346431 1.606860
C: 3.749246 0.184443 1.208655
C: 3.482435 1.570491 0.696393
C: 2.142863 1.858573 0.679990
C: 1.401121 0.765231 1.191738
C: 0.054759 0.854830 1.653843
C: -0.671198 2.063603 1.500226
C: -1.946316 2.181464 2.027448
C: -2.559523 1.083297 2.644610
C: -1.863965 -0.126083 2.769162
C: -0.581936 -0.253142 2.260804
H: 2.073600 -1.283989 1.083845
H: 2.266403 -0.560063 2.687310
H: 4.408666 0.167771 2.084535
H: 4.193110 -0.481140 0.451219
H: 4.274997 2.242484 0.379454
H: 1.680371 2.766212 0.290641
H: -0.206468 2.902509 0.985296
H: -2.476293 3.125150 1.911846
H: -3.581780 1.168330 3.010417
H: -2.334323 -0.991066 3.232286
H: -0.036852 -1.194099 2.345731

Force components x, y, z for each atom (eV/Å):
-0.086 -0.163 -0.216
0.537 1.049 0.301
0.121 -0.044 0.417
-0.016 1.061 0.582
-1.030 0.212 -0.129
-0.141 0.226 0.210
0.103 0.200 0.026
0.421 0.198 0.151
0.014 -0.134 -0.023
-0.124 -0.226 0.202
-0.352 -0.863 -0.260
0.015 -0.794 0.167
0.278 0.213 0.199
0.034 -0.037 0.176
-0.171 -0.092 -0.213
-0.021 0.415 -0.547
-0.238 0.035 -0.185
0.025 0.204 -0.004
0.309 0.059 -0.036
0.273 -0.323 -0.013
0.075 -0.322 -0.159
0.904 -0.204 -0.093
-0.773 -0.548 0.217
-0.893 -0.370 -0.122
0.863 0.075 -0.515
0.340 -0.741 -0.156
-1.301 0.134 -0.141
0.388 -0.454 0.231
-0.260 -0.249 -0.122
0.343 0.120 -0.124
-0.136 -0.042 -0.204
0.296 0.522 0.082
0.176 0.457 0.374
-0.055 0.274 -0.269
0.047 0.142 -0.221
0.014 0.490 0.091
-0.194 -0.079 0.007
0.374 -0.361 0.146
-0.229 -0.220 0.180
0.022 -0.246 0.076
0.267 -0.023 -0.013
0.016 0.227 -0.065
-0.235 0.222 -0.004

Its frontier orbital gap is 5.480 eV. The spin multiplicity is 1. As for the highest occupied orbital energy: -7.22 eV.


(2)
Computed, not measured: C16H27N9PtS6 as an isolated structure, with the ωB97M-V functional and the def2-TZVPD basis.

Atoms and positions in Å:
Pt: 1.056200 -0.432117 -1.488195
C: -0.823081 -5.234621 -3.637789
N: -0.621399 -3.760147 -3.641574
C: -1.603898 -2.984171 -4.424012
C: 0.156060 -3.068400 -2.810825
N: 0.173637 -1.764158 -2.795167
N: 1.000235 -3.814847 -1.921760
C: 1.892871 -3.371702 -1.014763
N: 2.392929 -4.309182 -0.192995
N: 2.162773 -2.111639 -0.891166
H: -1.152822 -5.499076 -4.613604
H: -1.604632 -5.491521 -2.929213
H: 0.110770 -5.792925 -3.559282
H: -2.323093 -3.583721 -4.946994
H: -1.162506 -2.297063 -5.211134
H: -2.208366 -2.336005 -3.784822
H: -0.237313 -1.294446 -3.622225
H: 0.563058 -4.734425 -1.769301
H: 2.253658 -5.295724 -0.257328
H: 3.168235 -3.995814 0.441326
H: 3.042274 -2.090010 -0.464574
S: -2.131188 4.503124 3.386353
C: -1.013349 3.027119 1.853105
S: -1.500734 3.001891 0.247130
C: -0.149936 2.116861 -0.500781
C: 0.932019 1.836463 0.483233
S: 2.082989 0.707018 0.140053
S: 0.894182 2.597340 2.014873
S: -0.302987 1.181149 -1.934582
C: -0.504882 0.579967 -7.043365
C: 0.860505 0.489665 -6.513460
C: 1.959530 0.565967 -7.423408
C: 3.257582 0.558790 -6.879795
N: 3.450405 0.418112 -5.576759
C: 2.398413 0.219254 -4.805526
S: 2.843574 0.074283 -3.166175
N: 1.110313 0.273325 -5.214011
H: -1.276478 0.150632 -6.382118
H: -0.559956 0.132842 -8.011663
H: -0.741961 1.584716 -7.284600
H: 1.848950 0.834252 -8.457202
H: 4.142664 0.773670 -7.434626
N: -0.352090 2.895330 8.555620
C: -0.382319 1.755569 7.561526
C: -1.793849 1.508446 7.150832
N: -2.404886 2.747106 6.688559
C: -2.499614 3.764428 7.685549
C: -1.150592 4.181936 8.297004
H: 0.584871 3.124644 8.823437
H: -0.733809 2.584557 9.442632
H: 0.098001 0.910842 8.039961
H: 0.089060 2.042364 6.600176
H: -2.285891 1.101913 8.010533
H: -1.779859 0.801415 6.287205
H: -3.340080 2.478050 6.371779
H: -3.159842 3.575210 8.557377
H: -2.999585 4.603082 7.205768
H: -1.128341 4.855045 9.224867
H: -0.596418 4.705348 7.535869

Force components x, y, z for each atom (eV/Å):
1.621 -3.371 -0.329
0.568 0.949 0.018
-0.739 -0.518 -0.790
0.314 1.428 -0.519
1.237 0.851 0.880
-0.453 0.349 -0.796
-3.141 -1.109 -1.490
-0.916 0.246 0.163
2.010 0.965 1.311
-0.549 -0.599 -0.754
-0.480 -0.121 -0.771
0.166 -0.310 0.253
-0.026 0.160 0.558
0.045 -0.820 -0.096
-0.002 -0.940 0.905
0.172 -0.037 0.276
0.293 -0.574 0.675
0.813 0.554 0.142
-0.030 -0.272 -0.427
-1.346 -0.684 -0.874
1.485 1.130 1.134
0.308 -0.131 -0.285
2.165 0.103 0.400
0.371 -0.330 0.067
1.428 -1.039 2.162
-2.343 0.985 -2.000
1.015 -0.075 0.212
-3.176 0.684 -0.189
-1.275 2.393 0.320
-0.846 -0.575 0.538
2.722 -0.687 -0.505
0.437 0.596 1.274
-1.865 0.304 0.363
0.546 -0.461 0.128
-1.227 0.784 -1.630
1.013 -0.046 0.879
-0.363 -0.301 0.321
0.391 0.292 -0.214
-0.001 -0.782 -0.571
-0.377 1.274 0.248
-0.309 -0.245 -0.313
0.359 -0.094 -0.646
-0.765 0.476 0.931
0.264 0.966 -1.286
-0.100 -0.209 -0.638
0.041 -1.140 -0.249
-0.929 1.147 1.718
0.452 0.262 -0.996
0.979 0.326 -0.239
-0.293 -0.701 0.193
0.109 -0.091 -0.075
0.534 0.229 1.000
-0.896 -0.678 0.500
-0.125 0.288 0.913
0.362 0.601 -0.123
-0.003 -0.663 -0.274
0.396 0.432 0.092
-0.416 -1.398 -1.194
0.375 0.226 -0.298

Its frontier orbital gap (spin up / spin down) is 6.246 / 4.991 eV. The spin multiplicity is 5. Its total charge is +2. As for the highest occupied orbital energy (spin up / spin down): -11.14 / -11.73 eV. The expectation value of S² is 6.045.


(3)
Computed, not measured: one molecule with the formula C6H7NO, with the ωB97M-V functional and the def2-TZVPD basis.

Atoms and positions in Å:
C: -2.849554 -0.228902 0.089215
C: -1.605384 0.313704 -0.328114
C: -0.239564 -0.211941 -0.231350
N: 0.558493 -1.392158 -0.025050
C: 1.859987 -1.170902 0.039838
C: 2.022138 0.192244 -0.141854
C: 0.695863 0.760852 -0.268397
O: 0.616349 2.240019 0.070694
H: -2.912916 -1.414264 0.440751
H: -3.836725 0.209595 0.307352
H: -1.556393 1.519904 -0.372512
H: 0.154109 -2.202800 -0.496135
H: 2.524532 -1.935359 0.573233
H: 3.091897 0.504317 -0.176821
H: 1.477173 2.815691 0.519157

Force components x, y, z for each atom (eV/Å):
2.871 -2.702 0.303
-4.145 0.788 2.550
0.907 0.818 -0.286
-5.934 -1.274 -0.991
1.941 1.053 0.886
1.516 -1.519 0.229
5.136 4.160 2.078
1.419 -0.010 0.204
0.490 3.080 -1.209
0.984 0.537 -0.689
-0.170 -3.072 -0.349
0.456 -0.154 0.796
-0.791 1.134 -1.662
-1.421 0.875 0.294
-3.259 -3.713 -2.155

Its frontier orbital gap is 8.512 eV. The spin multiplicity is 1. Its structure (SMILES) is C=Cc1[nH]ccc1O. As for the highest occupied orbital energy: -7.90 eV.


no.,DFT total energy (eV),largest force on an atom (eV/A)
1,-26193.8223,1.3
2,-98680.2830,3.8
3,-9868.3454,6.9